C43H84ClF3N7O8S2 | ωB97M-V with the def2-TZVPD basis set

## Properties
* frontier orbital gap: 6.245 eV
* LUMO: -4.13 eV
* total charge: +1
* total energy: -4229.84347 Eh
* strongest force on any atom: 0.86 eV/A
* energy relative to the best compared isomer or geometry (same formula, charge and spin): 0.00 kcal per mole

Bonds (Å) are listed after each position.
Geometry (Å):
1 C 2.12 7.20 -1.42  C2 1.527, H41 1.088, H42 1.088, H43 1.088
2 C 3.44 6.53 -1.06  C1 1.527, C3 1.536, H44 1.090, H45 1.088
3 C 3.53 5.10 -1.62  C2 1.536, C4 1.525, H46 1.089, H47 1.092
4 C 4.28 4.17 -0.67  C3 1.525, C5 1.533, H48 1.087, H49 1.095
5 C 4.52 2.78 -1.29  C4 1.533, N6 1.486, H50 1.085, H51 1.077
6 N 4.31 1.65 -0.34  C5 1.486, C7 1.370, C27 1.364
7 C 5.29 1.38 0.57  N6 1.370, S8 1.765, C9 1.376
8 S 6.79 2.31 0.52  C7 1.765, H52 1.339
9 C 5.15 0.35 1.46  C7 1.376, C10 1.533, C14 1.405
10 C 6.30 0.03 2.43  C9 1.533, F11 1.339, F12 1.333, F13 1.334
11 F 7.41 -0.26 1.74  C10 1.339
12 F 6.02 -1.03 3.18  C10 1.333
13 F 6.55 1.06 3.24  C10 1.334
14 C 3.95 -0.39 1.46  C9 1.405, C15 1.513, C22 1.385
15 C 3.67 -1.47 2.47  C14 1.513, O16 1.199, O17 1.330
16 O 3.15 -1.18 3.51  C15 1.199
17 O 4.04 -2.69 2.09  C15 1.330, C18 1.444
18 C 3.04 -3.74 2.12  O17 1.444, C19 1.534, H53 1.088, H54 1.083
19 C 2.87 -4.37 3.51  C18 1.534, C20 1.530, Cl21 1.791, H55 1.085
20 C 1.65 -3.88 4.28  C19 1.530, H56 1.084, H57 1.089, H58 1.088
21 Cl 2.73 -6.14 3.24  C19 1.791
22 C 2.96 -0.09 0.54  C14 1.385, C23 1.504, C27 1.388
23 C 1.67 -0.86 0.58  C22 1.504, O24 1.410, H59 1.093, H60 1.092
24 O 1.82 -1.96 -0.28  C23 1.410, C25 1.432
25 C 0.58 -2.62 -0.55  O24 1.432, C26 1.522, H61 1.093, H62 1.092
26 C 0.85 -4.03 -1.05  C25 1.522, H63 1.087, H64 1.087, H65 1.087
27 C 3.15 0.93 -0.38  N6 1.364, C22 1.388, C28 1.495
28 C 2.07 1.22 -1.37  C27 1.495, C29 1.553, H66 1.082, H67 1.087
29 C 1.00 2.19 -0.80  C28 1.553, C30 1.544, H68 1.091, H69 1.086
30 C -0.45 1.74 -1.04  C29 1.544, C31 1.543, H70 1.091, H71 1.089
31 C -1.31 2.75 -1.84  C30 1.543, C32 1.527, H72 1.089, H73 1.091
32 C -2.61 3.17 -1.17  C31 1.527, C33 1.535, H74 1.091, H75 1.088
33 C -3.45 2.02 -0.62  C32 1.535, C34 1.529, H76 1.092, H77 1.090
34 C -4.94 2.05 -0.95  C33 1.529, S35 1.813, H78 1.088, H79 1.088
35 S -5.73 3.68 -0.88  C34 1.813, C36 1.729
36 C -6.34 3.69 0.74  S35 1.729, N37 1.287, O40 1.348
37 N -7.26 4.50 1.13  C36 1.287, N38 1.397
38 N -7.43 4.25 2.49  N37 1.397, C39 1.276
39 C -6.62 3.31 2.78  N38 1.276, O40 1.354, H80 1.074
40 O -5.88 2.90 1.73  C36 1.348, C39 1.354
41 H 2.18 8.27 -1.22  C1 1.088
42 H 1.90 7.06 -2.48  C1 1.088
43 H 1.30 6.81 -0.82  C1 1.088
44 H 3.56 6.50 0.02  C2 1.090
45 H 4.25 7.11 -1.50  C2 1.088
46 H 2.53 4.70 -1.81  C3 1.089
47 H 4.07 5.11 -2.57  C3 1.092
48 H 5.20 4.62 -0.33  C4 1.087
49 H 3.66 4.02 0.22  C4 1.095
50 H 5.51 2.68 -1.71  C5 1.085
51 H 3.83 2.67 -2.11  C5 1.077
52 H 6.35 3.42 1.12  S8 1.339
53 H 2.08 -3.38 1.75  C18 1.088
54 H 3.39 -4.48 1.41  C18 1.083
55 H 3.77 -4.16 4.08  C19 1.085
56 H 1.17 -4.68 4.82  C20 1.084
57 H 0.93 -3.40 3.61  C20 1.089
58 H 1.95 -3.12 5.00  C20 1.088
59 H 1.44 -1.17 1.60  C23 1.093
60 H 0.84 -0.24 0.24  C23 1.092
61 H 0.00 -2.65 0.37  C25 1.093
62 H 0.02 -2.05 -1.30  C25 1.092
63 H 0.18 -4.73 -0.55  C26 1.087
64 H 0.67 -4.12 -2.12  C26 1.087
65 H 1.88 -4.31 -0.87  C26 1.087
66 H 2.46 1.57 -2.32  C28 1.082
67 H 1.58 0.27 -1.60  C28 1.087
68 H 1.17 2.28 0.27  C29 1.091
69 H 1.14 3.18 -1.22  C29 1.086
70 H -0.47 0.78 -1.56  C30 1.091
71 H -0.91 1.55 -0.07  C30 1.089
72 H -0.71 3.63 -2.07  C31 1.089
73 H -1.57 2.30 -2.80  C31 1.091
74 H -2.39 3.87 -0.36  C32 1.091
75 H -3.17 3.75 -1.90  C32 1.088
76 H -3.07 1.05 -0.94  C33 1.092
77 H -3.37 2.01 0.47  C33 1.090
78 H -5.17 1.66 -1.94  C34 1.088
79 H -5.47 1.41 -0.25  C34 1.088
80 H -6.50 2.88 3.76  C39 1.074
81 C 12.06 2.66 3.43  C82 1.524, H87 1.090, H88 1.089, H89 1.091
82 C 10.88 2.67 2.47  C81 1.524, C83 1.534, N86 1.466, H90 1.095
83 C 10.93 3.81 1.44  C82 1.534, O84 1.412, H91 1.095, H92 1.098
84 O 10.57 5.08 1.94  C83 1.412, C85 1.418
85 C 11.61 5.80 2.58  O84 1.418, H93 1.093, H94 1.092, H95 1.089
86 N 9.63 2.69 3.25  C82 1.466, H96 1.015, H97 1.017
87 H 11.98 3.44 4.19  C81 1.090
88 H 12.10 1.71 3.96  C81 1.089
89 H 13.00 2.79 2.90  C81 1.091
90 H 10.90 1.74 1.90  C82 1.095
91 H 10.19 3.59 0.66  C83 1.095
92 H 11.91 3.85 0.95  C83 1.098
93 H 12.57 5.61 2.10  C85 1.093
94 H 11.68 5.56 3.64  C85 1.092
95 H 11.38 6.86 2.48  C85 1.089
96 H 8.85 2.60 2.61  N86 1.015
97 H 9.53 3.61 3.65  N86 1.017
98 C -4.93 -7.41 -0.41  C99 1.524, H104 1.088, H105 1.089, H106 1.092
99 C -3.96 -7.07 -1.53  C98 1.524, C100 1.533, N103 1.466, H107 1.094
100 C -2.48 -7.17 -1.12  C99 1.533, O101 1.419, H108 1.093, H109 1.097
101 O -2.02 -6.10 -0.32  C100 1.419, C102 1.416
102 C -2.31 -6.20 1.06  O101 1.416, H110 1.093, H111 1.093, H112 1.091
103 N -4.29 -5.75 -2.08  C99 1.466, H113 1.016, H114 1.016
104 H -5.01 -6.61 0.32  C98 1.088
105 H -5.93 -7.57 -0.82  C98 1.089
106 H -4.63 -8.32 0.11  C98 1.092
107 H -4.10 -7.80 -2.34  C99 1.094
108 H -1.87 -7.15 -2.02  C100 1.093
109 H -2.28 -8.13 -0.61  C100 1.097
110 H -2.27 -7.24 1.40  C102 1.093
111 H -3.28 -5.78 1.31  C102 1.093
112 H -1.54 -5.63 1.60  C102 1.091
113 H -3.72 -5.56 -2.89  N103 1.016
114 H -4.01 -5.05 -1.40  N103 1.016
115 C -9.49 -6.46 3.79  C116 1.525, H121 1.090, H122 1.089, H123 1.092
116 C -9.16 -7.05 2.42  C115 1.525, C117 1.534, N120 1.464, H124 1.094
117 C -7.74 -7.61 2.31  C116 1.534, O118 1.416, H125 1.093, H126 1.098
118 O -6.73 -6.64 2.17  C117 1.416, C119 1.413
119 C -6.27 -6.05 3.37  O118 1.413, H127 1.094, H128 1.093, H129 1.091
120 N -9.46 -6.06 1.39  C116 1.464, H130 1.016, H131 1.016
121 H -9.02 -5.48 3.92  C115 1.090
122 H -10.56 -6.31 3.89  C115 1.089
123 H -9.15 -7.11 4.60  C115 1.092
124 H -9.84 -7.90 2.27  C116 1.094
125 H -7.69 -8.22 1.40  C117 1.093
126 H -7.51 -8.27 3.16  C117 1.098
127 H -6.28 -6.77 4.19  C119 1.094
128 H -6.87 -5.18 3.65  C119 1.093
129 H -5.25 -5.72 3.20  C119 1.091
130 H -9.36 -6.48 0.47  N120 1.016
131 H -8.73 -5.34 1.42  N120 1.016
132 C -3.21 4.02 -6.45  C133 1.524, H138 1.090, H139 1.090, H140 1.091
133 C -4.29 3.48 -5.52  C132 1.524, C134 1.534, N137 1.468, H141 1.095
134 C -5.72 3.65 -6.06  C133 1.534, O135 1.410, H142 1.093, H143 1.098
135 O -6.22 4.97 -5.96  C134 1.410, C136 1.416
136 C -5.86 5.85 -7.00  O135 1.416, H144 1.094, H145 1.093, H146 1.089
137 N -4.13 4.08 -4.20  C133 1.468, H147 1.016, H148 1.017
138 H -3.16 5.11 -6.42  C132 1.090
139 H -2.23 3.64 -6.14  C132 1.090
140 H -3.38 3.71 -7.48  C132 1.091
141 H -4.13 2.40 -5.42  C133 1.095
142 H -6.39 3.04 -5.46  C134 1.093
143 H -5.79 3.30 -7.10  C134 1.098
144 H -5.80 5.33 -7.96  C136 1.094
145 H -4.91 6.35 -6.81  C136 1.093
146 H -6.64 6.61 -7.07  C136 1.089
147 H -4.78 3.64 -3.55  N137 1.016
148 H -4.44 5.04 -4.25  N137 1.017

---

C6H11INO2 | ωB97M-V with the def2-TZVPD basis set

## Properties
* frontier orbital gap: 9.049 eV
* LUMO: -4.00 eV
* total charge: +1
* total energy: -737.70346 Eh
* strongest force on any atom: 3.90 eV/A
* energy relative to the best compared isomer or geometry (same formula, charge and spin): 89.83 kcal per mole

Bonds (Å) are listed after each position.
Geometry (Å):
1 C -2.81 -1.63 -0.12  N7 1.245, O8 1.139
2 C -0.42 -1.35 0.44  C4 1.538, N7 1.469, H11 1.094, H12 1.131
3 C -1.46 0.42 -0.05  C4 1.515, N7 1.441, H13 1.123, H14 1.082
4 C -0.02 0.13 0.34  C2 1.538, C3 1.515, C6 1.516, H15 1.150
5 C 2.55 0.09 -0.34  C6 1.632, H16 1.037, H17 1.055, H18 1.091
6 C 1.02 0.50 -0.70  C4 1.516, C5 1.632, H19 1.131, H20 1.065
7 N -1.75 -0.99 -0.06  C1 1.245, C2 1.469, C3 1.441
8 O -3.69 -2.32 -0.37  C1 1.139
9 O -4.20 0.47 0.74  I10 1.891
10 I -5.89 0.28 -0.08  O9 1.891, H21 1.565
11 H -0.04 -2.04 -0.32  C2 1.094
12 H -0.60 -1.86 1.43  C2 1.131
13 H -2.11 1.05 0.60  C3 1.123
14 H -1.31 0.80 -1.06  C3 1.082
15 H 0.13 0.54 1.40  C4 1.150
16 H 3.27 0.35 -1.04  C5 1.037
17 H 2.64 -0.93 -0.06  C5 1.055
18 H 2.84 0.74 0.48  C5 1.091
19 H 0.64 -0.12 -1.58  C6 1.131
20 H 1.02 1.54 -0.92  C6 1.065
21 H -6.59 -0.57 1.03  I10 1.565